12
Properties=species:S:1:pos:R:3:forces:R:3:mulliken_charge:R:1 method="wB97M-V/def2-TZVPD" e_lumo_ev=3.96 gap_ev=7.72 charge=-1 relative_energy_kj_mol=113.8 homo_ev=-3.76 total_energy_ev=-21181.0802
C -0.521 -0.906 -0.156 0.373 -1.419 1.053 -1.162
C 0.076 0.464 -0.058 2.993 2.082 -1.418 0.603
O 0.417 2.419 1.638 -0.291 0.757 0.596 -0.704
O 2.571 1.412 0.886 -1.760 -0.416 0.132 -0.710
O 1.131 0.549 -1.208 -3.256 -1.235 1.131 -0.566
O -0.830 1.475 -0.174 -1.499 -1.501 -1.857 -0.558
S 1.183 1.150 1.483 1.558 -0.962 0.068 0.477
H -1.556 -0.963 0.218 0.558 0.151 0.270 0.292
H 0.115 -1.768 0.250 -0.735 1.446 -0.069 0.233
H -0.581 -1.150 -1.187 -0.116 -0.048 -1.201 0.329
H 1.799 1.103 -0.832 1.240 0.763 0.640 0.350
H -0.726 2.131 0.532 0.934 0.383 0.656 0.415